1.
Below is C6H6O as an isolated structure in a non-equilibrium geometry, with properties calculated with the ωB97M-V functional and the def2-TZVPD basis.

Geometry as ORCA input:
```
! wB97M-V def2-TZVPD RIJCOSX def2/J DEFGRID3
* xyz 0 1
C 0.03 0.34 -0.05
H 1.15 -0.86 1.44
H 1.29 -1.16 -1.09
C -1.38 -1.07 0.17
H 1.75 0.84 1.26
H -2.96 -2.65 -0.01
O -1.71 1.97 -0.07
H 0.24 2.43 -0.37
C 1.22 0.01 0.81
C 1.29 -0.16 -0.67
H 1.86 0.55 -1.25
C -2.22 -1.90 0.00
C -0.55 1.66 -0.17
*
```

Output
LUMO level in eV: 0.599
Frontier orbital gap in eV: 10.78
Maximum force in eV/A: 6.0
Total energy in a.u.: -307.27231
ΔE to the lowest compared entry with this formula, charge and spin in kJ/mol: 501.8

Now the Mulliken charges, all in e: number 1, C, carries 0.874; number 2, H, carries 0.269; number 3, H, carries 0.271; number 4, C, carries -0.759; number 5, H, carries 0.249; number 6, H, carries 0.431; number 7, O, carries -0.445; number 8, H, carries 0.282; number 9, C, carries -0.599; number 10, C, carries -0.598; number 11, H, carries 0.249; number 12, C, carries -0.019; number 13, C, carries -0.205


2.
Below is one molecule with the formula C6H6O in a non-equilibrium geometry, with properties calculated with the ωB97M-V functional and the def2-TZVPD basis.

Geometry as ORCA input:
```
! wB97M-V def2-TZVPD RIJCOSX def2/J DEFGRID3
* xyz 0 1
C -1.14 -1.29 1.51
H 0.19 0.83 -1.90
C 0.57 0.63 -0.91
H -1.56 -1.94 2.22
C -0.49 -1.14 0.51
C -0.18 1.47 0.06
H 2.18 0.98 0.02
C 0.31 -0.89 -0.65
C -1.05 1.86 0.82
O 1.95 0.89 -0.92
H -1.88 1.34 1.25
H 1.28 -1.39 -0.50
H -0.19 -1.36 -1.50
*
```

Output
LUMO level in eV: 0.759
Frontier orbital gap in eV: 10.74
Maximum force in eV/A: 1.8
Total energy in a.u.: -307.27315
SMILES string: C#CC[C@H](O)C#C
ΔE to the lowest compared entry with this formula, charge and spin in kJ/mol: 499.6

Now the Mulliken charges, all in e: number 1, C, carries -0.395; number 2, H, carries 0.276; number 3, C, carries 0.350; number 4, H, carries 0.381; number 5, C, carries -0.087; number 6, C, carries -0.474; number 7, H, carries 0.371; number 8, C, carries -0.455; number 9, C, carries -0.246; number 10, O, carries -0.553; number 11, H, carries 0.310; number 12, H, carries 0.255; number 13, H, carries 0.266


3.
Below is one molecule with the formula C6H6O, with properties calculated with the ωB97M-V functional and the def2-TZVPD basis.

Geometry as ORCA input:
```
! wB97M-V def2-TZVPD RIJCOSX def2/J DEFGRID3
* xyz 0 1
H -0.04 1.21 1.89
O 1.87 -0.03 0.96
H -2.41 0.30 -3.13
H -1.67 1.66 1.08
H 1.99 -2.11 0.54
H 0.55 -1.58 1.57
C -0.71 1.15 1.04
C -1.81 0.34 -2.24
C 0.98 -0.24 -0.12
H 1.45 -0.25 -1.11
C 1.29 -1.32 0.82
C -1.16 0.40 -1.23
C -0.33 0.48 -0.06
*
```

Output
LUMO level in eV: 0.903
Frontier orbital gap in eV: 10.18
Maximum force in eV/A: 0.5
Total energy in a.u.: -307.33379
SMILES string: C#CC(=C)[C@@H]1CO1
ΔE to the lowest compared entry with this formula, charge and spin in kJ/mol: 340.4

Now the Mulliken charges, all in e: number 1, H, carries 0.327; number 2, O, carries -0.439; number 3, H, carries 0.417; number 4, H, carries 0.334; number 5, H, carries 0.265; number 6, H, carries 0.247; number 7, C, carries -0.895; number 8, C, carries 0.239; number 9, C, carries 0.041; number 10, H, carries 0.405; number 11, C, carries -0.353; number 12, C, carries -0.616; number 13, C, carries 0.028


4.
Below is one molecule with the formula C6H6O in a non-equilibrium geometry, with properties calculated with the ωB97M-V functional and the def2-TZVPD basis.

Geometry as ORCA input:
```
! wB97M-V def2-TZVPD RIJCOSX def2/J DEFGRID3
* xyz 0 1
O 0.62 0.38 1.30
C -0.67 -0.08 -0.64
H 0.31 -1.82 1.95
H -1.01 -0.14 2.41
C -1.02 -1.27 0.24
C 0.34 0.61 0.01
H 2.32 2.68 -2.34
H -0.83 0.49 -1.68
H -0.27 -2.01 -0.47
C -0.28 -0.83 1.71
C 1.07 1.44 -0.89
C 1.61 2.05 -1.89
H -2.20 -1.50 0.27
*
```

Output
LUMO level in eV: 0.740
Frontier orbital gap in eV: 8.64
Maximum force in eV/A: 8.3
Total energy in a.u.: -307.23191
SMILES string: C#CC1=CCCO1
ΔE to the lowest compared entry with this formula, charge and spin in kJ/mol: 607.8

Now the Mulliken charges, all in e: number 1, O, carries -0.407; number 2, C, carries -0.366; number 3, H, carries 0.263; number 4, H, carries 0.295; number 5, C, carries -0.394; number 6, C, carries 0.513; number 7, H, carries 0.423; number 8, H, carries 0.255; number 9, H, carries 0.204; number 10, C, carries -0.305; number 11, C, carries -0.419; number 12, C, carries -0.357; number 13, H, carries 0.295


5.
Below is one molecule with the formula C6H6O in a non-equilibrium geometry, with properties calculated with the ωB97M-V functional and the def2-TZVPD basis.

Geometry as ORCA input:
```
! wB97M-V def2-TZVPD RIJCOSX def2/J DEFGRID3
* xyz 0 1
C -1.03 0.84 -0.68
H 0.60 1.68 -1.73
H -0.26 -2.68 2.27
H -2.98 -0.20 -0.35
H 1.07 -1.20 -1.26
C 0.36 1.23 -0.74
C 1.05 -0.50 -0.39
C 0.25 -1.20 0.62
H 2.07 -0.55 0.03
C -0.05 -1.95 1.52
C -1.99 0.15 -0.43
O 0.66 2.28 0.14
H 0.26 2.10 1.01
*
```

Output
LUMO level in eV: 0.886
Frontier orbital gap in eV: 10.52
Maximum force in eV/A: 1.5
Total energy in a.u.: -307.26047
SMILES string: C#CC[C@H](O)C#C
ΔE to the lowest compared entry with this formula, charge and spin in kJ/mol: 532.9

Now the Mulliken charges, all in e: number 1, C, carries -0.521; number 2, H, carries 0.297; number 3, H, carries 0.423; number 4, H, carries 0.415; number 5, H, carries 0.294; number 6, C, carries 0.019; number 7, C, carries -0.685; number 8, C, carries -0.368; number 9, H, carries 0.322; number 10, C, carries -0.038; number 11, C, carries 0.004; number 12, O, carries -0.522; number 13, H, carries 0.361


6.
Below is a 2-piece molecular cluster, C6H6O overall in a non-equilibrium geometry, with properties calculated with the ωB97M-V functional and the def2-TZVPD basis.

Geometry as ORCA input:
```
! wB97M-V def2-TZVPD RIJCOSX def2/J DEFGRID3
* xyz 0 1
C -0.91 0.32 0.80
H 0.24 -2.54 -0.01
H 3.79 0.77 -0.11
H -1.65 1.36 -1.08
H -1.33 0.04 1.75
H -0.50 -1.50 -1.36
C 2.74 0.62 -0.06
C 0.14 0.45 0.04
O -1.59 -1.79 0.35
C 1.54 0.47 -0.01
C -1.00 1.38 -0.21
H -0.86 2.35 0.26
C -0.61 -1.93 -0.34
*
```

Output
LUMO level in eV: 0.080
Frontier orbital gap in eV: 8.71
Maximum force in eV/A: 1.7
Total energy in a.u.: -307.23188
SMILES string: C#CC1=CC1.C=O
ΔE to the lowest compared entry with this formula, charge and spin in kJ/mol: 607.9

Now the Mulliken charges, all in e: number 1, C, carries -0.278; number 2, H, carries 0.269; number 3, H, carries 0.423; number 4, H, carries 0.192; number 5, H, carries 0.370; number 6, H, carries 0.303; number 7, C, carries 0.191; number 8, C, carries -0.377; number 9, O, carries -0.459; number 10, C, carries -0.209; number 11, C, carries -0.568; number 12, H, carries 0.236; number 13, C, carries -0.093


7.
Below is C6H6O as an isolated structure in a non-equilibrium geometry, with properties calculated with the ωB97M-V functional and the def2-TZVPD basis.

Geometry as ORCA input:
```
! wB97M-V def2-TZVPD RIJCOSX def2/J DEFGRID3
* xyz 0 1
H 3.05 -0.25 2.04
H -1.34 1.36 1.29
C -1.28 0.86 0.31
H -1.09 -1.52 -1.29
C -0.59 -1.25 -0.34
O -1.51 -0.52 0.49
H -0.30 -2.16 0.18
C 1.58 -0.06 0.39
H 0.59 1.88 -0.58
H -2.00 1.32 -0.39
C 0.55 -0.28 -0.59
C 0.05 0.97 -0.35
C 2.21 0.00 1.43
*
```

Output
LUMO level in eV: 0.228
Frontier orbital gap in eV: 8.54
Maximum force in eV/A: 1.5
Total energy in a.u.: -307.27636
ΔE to the lowest compared entry with this formula, charge and spin in kJ/mol: 491.1

Now the Mulliken charges, all in e: number 1, H, carries 0.368; number 2, H, carries 0.298; number 3, C, carries -0.470; number 4, H, carries 0.254; number 5, C, carries -0.426; number 6, O, carries -0.385; number 7, H, carries 0.303; number 8, C, carries -0.459; number 9, H, carries 0.477; number 10, H, carries 0.287; number 11, C, carries 0.147; number 12, C, carries -0.286; number 13, C, carries -0.110


8.
Below is a 2-piece molecular cluster, C6H6O overall in a non-equilibrium geometry, with properties calculated with the ωB97M-V functional and the def2-TZVPD basis.

Geometry as ORCA input:
```
! wB97M-V def2-TZVPD RIJCOSX def2/J DEFGRID3
* xyz 0 1
H -0.35 3.17 0.81
H -0.22 0.50 -1.29
H 1.80 -0.65 -0.14
O 0.40 2.66 0.43
H 0.83 -2.14 0.08
C 0.36 -0.42 1.35
C 0.73 -1.05 0.08
C -0.99 0.09 0.79
C -0.15 1.02 1.47
C -0.59 -0.32 -0.62
C 0.69 0.44 2.43
H -1.35 -0.94 -1.17
H -1.97 -0.05 1.13
*
```

Output
LUMO level (spin up / spin down) in eV: -0.641 / -0.640
Frontier orbital gap (spin up / spin down) in eV: 8.66 / 8.66
Maximum force in eV/A: 4.3
Total energy in a.u.: -307.14990
ΔE to the lowest compared entry with this formula, charge and spin in kJ/mol: 823.2

Now the Mulliken charges, all in e: number 1, H, carries 0.289; number 2, H, carries 0.277; number 3, H, carries 0.224; number 4, O, carries -0.612; number 5, H, carries 0.313; number 6, C, carries 0.668; number 7, C, carries -0.662; number 8, C, carries -0.109; number 9, C, carries 0.394; number 10, C, carries -0.592; number 11, C, carries -0.944; number 12, H, carries 0.306; number 13, H, carries 0.449


9.
Below is one molecule with the formula C6H6O2 in a non-equilibrium geometry, with properties calculated with the ωB97M-V functional and the def2-TZVPD basis.

Geometry as ORCA input:
```
! wB97M-V def2-TZVPD RIJCOSX def2/J DEFGRID3
* xyz 0 1
C 0.54 1.07 0.76
C -2.11 -1.15 -0.74
H -2.16 -1.96 -1.40
C 0.29 0.14 -0.14
C -0.63 -0.74 -1.02
C 1.33 1.65 1.63
O 1.30 -2.19 -0.26
H -2.08 -1.43 0.26
C 0.63 -1.24 -0.39
H -2.64 -0.32 -1.01
H 1.07 1.56 2.63
H -0.51 -0.36 -2.09
O 2.27 2.55 1.34
H 2.70 2.43 0.44
*
```

Output
LUMO level in eV: -0.074
Frontier orbital gap in eV: 8.51
Maximum force in eV/A: 4.6
Total energy in a.u.: -382.53205
SMILES string: C[C@@H]1C(=O)C1=C=CO
ΔE to the lowest compared entry with this formula, charge and spin in kJ/mol: 403.5

Now the Mulliken charges, all in e: number 1, C, carries -0.284; number 2, C, carries -1.138; number 3, H, carries 0.314; number 4, C, carries 0.327; number 5, C, carries -0.158; number 6, C, carries -0.114; number 7, O, carries -0.495; number 8, H, carries 0.338; number 9, C, carries 0.385; number 10, H, carries 0.344; number 11, H, carries 0.346; number 12, H, carries 0.287; number 13, O, carries -0.494; number 14, H, carries 0.342


10.
Below is one molecule with the formula C6H6O2 in a non-equilibrium geometry, with properties calculated with the ωB97M-V functional and the def2-TZVPD basis.

Geometry as ORCA input:
```
! wB97M-V def2-TZVPD RIJCOSX def2/J DEFGRID3
* xyz 0 1
H 1.73 -0.35 -2.20
C -0.32 1.09 0.02
C 0.91 -0.45 -1.29
C 0.61 -0.77 1.21
C 1.38 -0.83 -0.10
O -0.95 1.56 -1.28
H -1.34 -0.54 -1.17
H 0.75 1.42 0.05
C -0.40 0.33 1.19
H -0.52 0.81 2.11
O -0.83 -1.09 1.35
C -0.44 0.18 -1.27
H 2.23 -1.50 -0.13
H 1.04 -0.84 2.22
*
```

Output
LUMO level in eV: 0.714
Frontier orbital gap in eV: 10.34
Maximum force in eV/A: 6.2
Total energy in a.u.: -382.46767
SMILES string: C1=C[C@@H]2O[C@H]2[C@H]2O[C@@H]12
ΔE to the lowest compared entry with this formula, charge and spin in kJ/mol: 572.5

Now the Mulliken charges, all in e: number 1, H, carries 0.245; number 2, C, carries -0.289; number 3, C, carries -0.276; number 4, C, carries 0.184; number 5, C, carries -0.543; number 6, O, carries -0.388; number 7, H, carries 0.244; number 8, H, carries 0.326; number 9, C, carries -0.386; number 10, H, carries 0.502; number 11, O, carries -0.434; number 12, C, carries 0.052; number 13, H, carries 0.396; number 14, H, carries 0.368


11.
Below is a 2-piece molecular cluster, C6H6O2PS2 overall in a non-equilibrium geometry, with properties calculated with the ωB97M-V functional and the def2-TZVPD basis.

Geometry as ORCA input:
```
! wB97M-V def2-TZVPD RIJCOSX def2/J DEFGRID3
* xyz -1 1
S 1.82 -2.92 -2.36
C 1.51 0.08 -0.22
H 1.92 0.90 1.67
H -2.09 -0.71 0.98
P 0.99 -0.98 -2.78
C -0.77 -0.69 -0.54
C 0.03 -0.16 1.64
O 2.05 -0.09 -3.28
C 0.50 -0.43 -1.02
H -1.54 -0.08 -3.44
H -1.56 -0.96 -1.25
C 1.24 0.28 1.09
H 2.50 0.38 -0.42
H -0.30 0.28 2.59
C -1.00 -0.63 0.77
S 0.84 -3.91 -1.05
O -2.44 -0.37 -3.03
*
```

Output
LUMO level (spin up / spin down) in eV: 1.978 / 1.413
Frontier orbital gap (spin up / spin down) in eV: 5.87 / 4.90
Maximum force in eV/A: 2.8
Total energy in a.u.: -1520.40289
ΔE to the lowest compared entry with this formula, charge and spin in kJ/mol: 503.2

Now the Mulliken charges, all in e: number 1, S, carries -0.116; number 2, C, carries -0.548; number 3, H, carries 0.314; number 4, H, carries 0.282; number 5, P, carries 0.282; number 6, C, carries -0.101; number 7, C, carries -0.619; number 8, O, carries -0.657; number 9, C, carries 0.352; number 10, H, carries 0.323; number 11, H, carries 0.248; number 12, C, carries -0.263; number 13, H, carries 0.394; number 14, H, carries 0.275; number 15, C, carries -0.265; number 16, S, carries -0.312; number 17, O, carries -0.589


12.
Below is C6H6O2Rh as an isolated structure in a non-equilibrium geometry, with properties calculated with the ωB97M-V functional and the def2-TZVPD basis.

Geometry as ORCA input:
```
! wB97M-V def2-TZVPD RIJCOSX def2/J DEFGRID3
* xyz 3 5
H 0.20 0.23 1.92
O -2.36 0.28 -1.58
O -0.67 -2.00 -0.80
C 1.97 -0.18 0.81
C 1.13 0.62 1.51
C -1.51 0.96 -0.82
C 1.57 -1.30 -0.04
Rh -2.16 -1.65 -1.89
H 1.51 1.56 1.92
H -1.06 2.47 0.81
H 2.28 -2.07 -0.35
H 3.04 0.03 0.80
H -3.17 0.78 -1.81
C -1.11 1.72 0.04
C 0.35 -1.47 -0.51
*
```

Output
LUMO level (spin up / spin down) in eV: -13.974 / -16.974
Frontier orbital gap (spin up / spin down) in eV: 9.06 / 6.04
Maximum force in eV/A: 5.8
Total energy in a.u.: -491.60797

Now the Mulliken charges, all in e: number 1, H, carries 0.545; number 2, O, carries -0.558; number 3, O, carries -0.574; number 4, C, carries 0.274; number 5, C, carries -0.876; number 6, C, carries -0.423; number 7, C, carries -0.370; number 8, Rh, carries 1.643; number 9, H, carries 0.324; number 10, H, carries 0.497; number 11, H, carries 0.495; number 12, H, carries 0.458; number 13, H, carries 0.337; number 14, C, carries 0.497; number 15, C, carries 0.730


Number 12 is which compound? C6H6O2Rh


Among the records above, which one has the lowest total energy? C6H6O2PS2


Repeat the seventh record exactly.
Below is C6H6O as an isolated structure in a non-equilibrium geometry, with properties calculated with the ωB97M-V functional and the def2-TZVPD basis.

Geometry as ORCA input:
```
! wB97M-V def2-TZVPD RIJCOSX def2/J DEFGRID3
* xyz 0 1
H 3.05 -0.25 2.04
H -1.34 1.36 1.29
C -1.28 0.86 0.31
H -1.09 -1.52 -1.29
C -0.59 -1.25 -0.34
O -1.51 -0.52 0.49
H -0.30 -2.16 0.18
C 1.58 -0.06 0.39
H 0.59 1.88 -0.58
H -2.00 1.32 -0.39
C 0.55 -0.28 -0.59
C 0.05 0.97 -0.35
C 2.21 0.00 1.43
*
```

Output
LUMO level in eV: 0.228
Frontier orbital gap in eV: 8.54
Maximum force in eV/A: 1.5
Total energy in a.u.: -307.27636
ΔE to the lowest compared entry with this formula, charge and spin in kJ/mol: 491.1

Now the Mulliken charges, all in e: number 1, H, carries 0.368; number 2, H, carries 0.298; number 3, C, carries -0.470; number 4, H, carries 0.254; number 5, C, carries -0.426; number 6, O, carries -0.385; number 7, H, carries 0.303; number 8, C, carries -0.459; number 9, H, carries 0.477; number 10, H, carries 0.287; number 11, C, carries 0.147; number 12, C, carries -0.286; number 13, C, carries -0.110


The lowest total energy belongs to which entry? C6H6O2PS2